{"formula": "C72H168N24O24", "method": "ωB97M-V/def2-TZVPD", "orbital_gap_ev": 8.6, "homo_energy_ev": -8.425, "de_lowest_kj_mol": 0.0, "symbols": ["C", "C", "O", "N", "C", "H", "H", "H", "H", "H", "H", "H", "C", "C", "O", "N", "C", "H", "H", "H", "H", "H", "H", "H", "C", "C", "O", "N", "C", "H", "H", "H", "H", "H", "H", "H", "C", "C", "O", "N", "C", "H", "H", "H", "H", "H", "H", "H", "C", "C", "O", "N", "C", "H", "H", "H", "H", "H", "H", "H", "C", "C", "O", "N", "C", "H", "H", "H", "H", "H", "H", "H", "C", "C", "O", "N", "C", "H", "H", "H", "H", "H", "H", "H", "C", "C", "O", "N", "C", "H", "H", "H", "H", "H", "H", "H", "C", "C", "O", "N", "C", "H", "H", "H", "H", "H", "H", "H", "C", "C", "O", "N", "C", "H", "H", "H", "H", "H", "H", "H", "C", "C", "O", "N", "C", "H", "H", "H", "H", "H", "H", "H", "C", "C", "O", "N", "C", "H", "H", "H", "H", "H", "H", "H", "C", "C", "O", "N", "C", "H", "H", "H", "H", "H", "H", "H", "C", "C", "O", "N", "C", "H", "H", "H", "H", "H", "H", "H", "C", "C", "O", "N", "C", "H", "H", "H", "H", "H", "H", "H", "C", "C", "O", "N", "C", "H", "H", "H", "H", "H", "H", "H", "C", "C", "O", "N", "C", "H", "H", "H", "H", "H", "H", "H", "C", "C", "O", "N", "C", "H", "H", "H", "H", "H", "H", "H", "C", "C", "O", "N", "C", "H", "H", "H", "H", "H", "H", "H", "C", "C", "O", "N", "C", "H", "H", "H", "H", "H", "H", "H", "C", "C", "O", "N", "C", "H", "H", "H", "H", "H", "H", "H", "C", "C", "O", "N", "C", "H", "H", "H", "H", "H", "H", "H", "C", "C", "O", "N", "C", "H", "H", "H", "H", "H", "H", "H", "C", "C", "O", "N", "C", "H", "H", "H", "H", "H", "H", "H"], "xyz": [[-0.5556, 1.8569, -5.8612], [-0.3397, 1.1955, -4.5711], [0.3951, 0.2478, -4.4946], [-0.9190, 1.7155, -3.4408], [-1.9169, 2.8452, -3.4037], [-1.5475, 2.3717, -5.9320], [-0.4609, 1.0773, -6.7027], [0.2776, 2.5556, -6.0849], [-0.8329, 1.1713, -2.6040], [-1.4145, 3.7996, -3.5393], [-2.2240, 2.7826, -2.3678], [-2.7819, 2.5340, -4.0264], [-4.3775, 5.2096, -0.6236], [-4.8282, 4.3079, -1.7254], [-5.4616, 3.2651, -1.5244], [-4.5641, 4.7798, -2.9404], [-4.8351, 4.0962, -4.1569], [-3.3561, 5.0276, -0.3522], [-4.9935, 5.0452, 0.2714], [-4.5669, 6.2770, -0.8169], [-3.9892, 5.6099, -3.0346], [-4.7716, 3.0065, -4.0354], [-4.0116, 4.3402, -4.8346], [-5.8341, 4.2797, -4.4911], [-1.5941, 5.0403, 8.3265], [-0.2946, 4.9544, 7.4716], [-0.1736, 4.0179, 6.6777], [0.6413, 5.8676, 7.7026], [1.9681, 5.9465, 7.0476], [-1.3272, 4.8237, 9.3874], [-2.3003, 4.2904, 7.9738], [-2.1431, 5.9671, 8.2027], [0.4551, 6.5817, 8.3592], [2.7324, 5.9371, 7.8187], [1.9777, 6.8747, 6.5495], [1.9964, 5.0596, 6.4537], [-3.9126, -0.2792, -2.0175], [-5.3810, -0.6807, -2.0005], [-5.7377, -1.8453, -2.1869], [-6.2898, 0.2638, -1.6368], [-7.6867, -0.0524, -1.6532], [-3.4672, -0.6398, -1.1184], [-3.7584, 0.7980, -2.0592], [-3.4800, -0.7065, -2.9573], [-5.9347, 1.1971, -1.6334], [-7.9802, -0.5019, -2.5730], [-8.3644, 0.8435, -1.5641], [-7.8888, -0.7238, -0.8110], [-7.4077, 2.2450, 1.6179], [-6.0955, 1.6923, 1.9619], [-5.9467, 0.8189, 2.8627], [-5.0236, 2.1060, 1.2603], [-3.6233, 1.7799, 1.3907], [-7.6656, 3.0754, 2.2666], [-8.2116, 1.5266, 1.7322], [-7.5070, 2.6301, 0.6247], [-5.3349, 2.6981, 0.5185], [-3.3450, 0.9822, 2.1328], [-3.0969, 2.6880, 1.7451], [-3.1316, 1.5362, 0.4407], [-3.2984, -3.2876, -4.0793], [-3.0493, -4.2463, -2.9521], [-2.1009, -5.0288, -2.9149], [-3.8659, -4.1201, -1.8954], [-3.7470, -4.9236, -0.6780], [-2.4299, -2.6173, -4.2137], [-4.1389, -2.6497, -3.8796], [-3.4026, -3.7222, -5.0862], [-4.6998, -3.4893, -1.9255], [-3.2844, -5.9114, -0.8443], [-4.6685, -5.0154, -0.1401], [-3.1140, -4.4049, 0.0696], [0.7338, -2.7136, 2.7901], [1.2630, -3.2449, 1.4531], [2.0789, -2.7571, 0.6618], [0.7304, -4.4153, 1.1520], [1.1225, -5.0459, -0.0811], [1.4089, -2.9315, 3.5933], [-0.2624, -3.0938, 2.9696], [0.7337, -1.6104, 2.8105], [-0.0938, -4.8271, 1.6200], [0.4873, -4.8194, -0.9562], [1.1490, -6.1120, 0.0689], [2.1459, -4.6437, -0.2936], [5.3100, -4.9441, 4.2207], [4.2556, -3.8951, 4.1559], [3.0601, -4.1029, 4.0965], [4.6941, -2.5900, 4.1755], [3.8059, -1.4987, 3.7692], [6.1041, -4.5510, 4.8047], [5.5896, -5.2453, 3.1940], [4.9787, -5.8394, 4.7519], [5.6818, -2.4676, 3.9739], [2.9855, -1.3787, 4.4562], [3.4407, -1.6230, 2.7250], [4.3699, -0.5495, 3.7535], [-3.6091, -6.6778, 3.0080], [-2.0679, -6.3858, 3.0274], [-1.5144, -5.5214, 2.3020], [-1.2788, -7.0776, 3.8555], [0.1538, -6.9863, 3.7020], [-4.1981, -5.7561, 3.1171], [-3.7412, -7.3447, 3.8406], [-3.8631, -7.1115, 2.0686], [-1.7245, -7.6239, 4.5802], [0.5783, -5.9988, 3.8936], [0.4613, -7.2668, 2.6580], [0.5780, -7.6940, 4.4381], [1.8768, 6.5027, -4.6840], [2.3083, 5.0946, -4.9998], [2.7298, 4.7474, -6.1203], [2.2286, 4.2385, -3.9424], [2.5890, 2.8699, -4.0700], [1.6629, 7.0403, -5.6066], [2.6577, 7.0539, -4.2401], [1.0640, 6.4822, -3.9010], [1.8813, 4.7625, -3.1406], [1.8822, 2.2472, -4.6273], [2.6680, 2.3171, -3.1255], [3.5710, 2.8042, -4.5817], [0.1712, 3.6456, 2.7195], [-1.2360, 4.1459, 3.0419], [-1.9292, 4.7195, 2.1474], [-1.6980, 3.9196, 4.2882], [-2.9657, 4.4644, 4.6694], [0.1034, 2.6191, 2.2893], [0.8360, 3.5796, 3.6447], [0.6738, 4.1801, 1.8691], [-1.0673, 3.5697, 4.9888], [-3.0612, 5.4969, 4.3168], [-3.0619, 4.4280, 5.7619], [-3.8239, 3.8615, 4.2859], [4.2264, 3.8688, -1.0057], [4.2099, 2.9964, 0.2224], [3.9206, 3.3984, 1.3217], [4.4870, 1.7030, -0.0005], [4.5442, 0.6977, 1.1132], [3.3442, 4.5124, -1.0418], [4.2782, 3.1972, -1.8847], [5.1852, 4.4040, -0.9873], [4.6404, 1.3450, -0.9275], [4.7935, -0.2478, 0.7420], [3.5285, 0.6678, 1.4734], [5.2507, 0.9934, 1.8325], [-5.8129, -0.7180, -5.3121], [-4.5217, -0.1231, -5.8709], [-3.7927, 0.6130, -5.2497], [-4.2187, -0.4655, -7.1491], [-2.8946, -0.2979, -7.7587], [-6.1065, -1.6278, -5.7817], [-6.6145, 0.0081, -5.4627], [-5.6017, -0.9736, -4.2465], [-4.7869, -1.2118, -7.4443], [-2.9513, -0.6817, -8.8009], [-2.0713, -0.7984, -7.2436], [-2.5127, 0.7441, -7.6704], [8.7240, -3.4326, 0.9425], [7.3297, -3.2068, 1.5173], [7.1530, -2.6135, 2.5597], [6.3452, -3.7214, 0.7740], [4.9560, -3.4652, 1.0126], [9.4896, -3.0155, 1.5411], [8.8398, -3.0342, -0.0609], [9.0618, -4.4619, 0.8426], [6.5149, -4.0819, -0.1446], [4.4664, -4.4248, 1.3008], [4.4783, -3.1449, 0.0909], [4.6963, -2.7422, 1.7687], [4.9488, 2.7265, 4.7145], [4.4237, 4.1307, 4.9793], [4.5362, 4.6617, 6.0621], [4.0653, 4.7652, 3.8381], [3.7328, 6.2127, 3.7905], [4.3897, 2.4053, 3.8469], [4.6640, 2.0466, 5.5545], [5.9986, 2.6504, 4.5988], [3.9901, 4.2047, 2.9783], [2.6771, 6.3537, 3.8460], [4.0610, 6.5757, 2.8052], [4.2672, 6.7365, 4.6110], [2.8686, 1.9470, 8.2223], [2.4528, 1.0834, 7.0752], [2.8836, -0.0569, 7.0144], [1.5735, 1.6117, 6.1785], [0.6100, 0.7536, 5.5104], [2.9741, 1.2728, 9.0696], [2.0992, 2.6934, 8.4971], [3.7997, 2.4310, 7.9666], [1.1389, 2.4166, 6.5839], [-0.4121, 0.8098, 5.8862], [0.9776, -0.2636, 5.4945], [0.6083, 1.1037, 4.4307], [2.8664, -1.2695, -2.8026], [4.3412, -0.9049, -2.6784], [4.8223, 0.2252, -2.5764], [5.2064, -1.9255, -2.7555], [6.6288, -1.8438, -2.5791], [2.2479, -0.3295, -2.7836], [2.7246, -1.9147, -1.9187], [2.7241, -1.8439, -3.7240], [4.8229, -2.8534, -2.9219], [7.0220, -0.8711, -2.9067], [7.1150, -2.6226, -3.1934], [6.9609, -1.9747, -1.5149], [-1.2152, -6.4978, -6.0970], [-0.1692, -5.4635, -6.0285], [0.6100, -5.2693, -6.9610], [-0.2004, -4.5901, -4.9588], [0.7131, -3.4224, -4.9388], [-1.9757, -6.3991, -5.2438], [-0.7142, -7.4704, -6.0456], [-1.7470, -6.4117, -6.9990], [-0.9003, -4.7895, -4.2654], [0.8935, -3.0508, -5.9296], [1.7301, -3.6370, -4.4196], [0.1718, -2.5668, -4.4501], [2.3214, -6.5120, -2.9866], [3.7107, -5.9523, -2.8027], [3.8646, -4.7576, -2.6173], [4.7229, -6.8499, -2.7486], [6.0929, -6.5658, -2.4012], [2.2834, -7.2983, -3.7804], [1.6816, -5.6753, -3.2205], [1.8645, -7.0410, -2.1676], [4.4174, -7.8086, -2.8863], [6.7572, -6.7979, -3.2417], [6.5049, -7.2055, -1.6093], [6.1782, -5.4891, -2.1974], [-2.1932, -2.6167, 4.6703], [-2.3595, -1.1557, 4.3379], [-1.7718, -0.5948, 3.4143], [-3.1122, -0.4695, 5.2167], [-3.4264, 0.8941, 5.0623], [-2.7108, -2.8905, 5.5310], [-1.1388, -2.7221, 4.7771], [-2.4527, -3.2142, 3.7603], [-3.5604, -0.9970, 5.9352], [-2.9403, 1.2827, 4.1552], [-3.0588, 1.5506, 5.8770], [-4.4843, 1.0460, 5.0077], [0.7579, 0.3488, 0.9794], [-0.1942, -0.0356, -0.1145], [-0.9322, 0.8529, -0.6001], [-0.0353, -1.2921, -0.6142], [-0.6772, -1.9332, -1.7018], [0.2290, 0.1446, 1.8931], [1.0197, 1.4061, 0.9887], [1.6076, -0.2986, 0.9729], [0.6192, -1.8809, -0.1121], [-0.8530, -1.3235, -2.5785], [-1.5987, -2.4831, -1.3993], [0.0358, -2.7656, -1.9047], [1.7477, 3.4927, -9.0757], [1.9444, 2.1514, -8.4489], [1.4800, 1.1327, -8.9575], [2.6327, 2.0849, -7.3088], [2.9444, 0.7505, -6.8658], [2.5480, 3.6739, -9.7778], [1.7266, 4.2675, -8.3153], [0.8079, 3.4254, -9.6023], [2.7467, 2.8985, -6.7704], [2.0809, 0.0899, -6.6951], [3.4828, 0.8202, -5.9499], [3.5392, 0.2231, -7.6408], [-5.2823, -2.1198, 1.1177], [-5.5194, -2.6857, 2.4655], [-5.6938, -3.8693, 2.7012], [-5.3950, -1.7931, 3.4771], [-5.7863, -2.1566, 4.8316], [-4.2775, -2.5759, 0.8746], [-5.2889, -1.0220, 1.1809], [-6.0045, -2.5078, 0.3809], [-5.3080, -0.8323, 3.2723], [-6.7566, -2.6801, 4.8548], [-5.8789, -1.2193, 5.3898], [-5.0538, -2.7706, 5.3788], [-0.0012, 3.9968, -0.7128], [0.1697, 5.4772, -0.8967], [0.8461, 5.9462, -1.8129], [-0.4106, 6.3655, -0.0285], [-0.2035, 7.7648, -0.1168], [0.9201, 3.6942, -0.0747], [0.0741, 3.5176, -1.6707], [-0.9279, 3.6346, -0.2662], [-0.8944, 5.9495, 0.7539], [-0.8405, 8.2171, -0.8704], [0.8851, 7.9738, -0.1995], [-0.3749, 8.3110, 0.7878]], "forces_ev_per_a": [[-0.634, 0.189, -2.585], [-0.959, 1.101, 1.332], [1.173, -1.929, 0.320], [-0.563, 1.239, -1.388], [0.783, -2.621, 0.406], [0.934, -0.339, -0.044], [-0.234, 1.097, 1.363], [-0.548, -0.105, 0.317], [0.124, -0.230, 0.549], [-0.334, 0.155, -0.576], [-0.433, 0.366, 0.313], [0.705, 0.848, 0.129], [-1.122, 0.613, 1.154], [-0.744, 0.111, 0.352], [0.355, 0.112, -0.072], [0.740, 0.617, -0.080], [0.689, -1.453, -0.336], [0.661, 0.031, 0.126], [0.276, -0.373, -0.191], [0.468, -0.344, -0.415], [-0.288, -0.248, 0.382], [-0.033, 0.225, 0.246], [-0.683, 0.158, -0.394], [-0.466, 0.478, -0.694], [0.751, -0.392, -0.036], [-1.346, -0.636, 0.450], [0.355, 0.145, 0.016], [0.661, 0.049, -0.242], [-1.427, -0.858, 1.619], [-0.374, 0.380, -0.702], [0.345, -0.292, 0.063], [0.335, 0.488, 0.298], [-0.454, 0.521, 0.668], [0.176, -0.183, -0.129], [0.405, 0.823, -1.116], [0.606, -0.157, -0.737], [-0.817, 0.172, -1.675], [-0.170, 0.255, 1.120], [0.024, -0.089, -0.167], [1.202, -0.374, -0.774], [-1.100, 1.001, 1.056], [0.577, -0.519, 0.499], [-0.142, 0.078, 0.025], [-0.049, 0.255, 1.062], [-0.198, 0.760, 0.089], [-0.086, -0.717, -0.699], [1.102, -0.601, 0.178], [-0.277, -0.014, -0.296], [-1.385, 0.511, 0.048], [2.673, -2.735, 1.680], [-0.793, 1.558, -0.891], [-1.605, 0.032, -0.028], [1.404, 0.215, 0.944], [0.124, 0.150, 0.344], [0.168, -0.373, 0.232], [0.367, 0.238, -0.808], [0.672, 0.448, -0.855], [-0.910, 0.544, -0.846], [-0.195, -0.345, -0.112], [-0.466, -0.156, 0.018], [0.630, 0.568, -1.020], [0.075, 0.072, 0.681], [0.165, -0.230, -0.333], [-1.796, 0.184, 0.601], [1.520, 0.297, 0.365], [-0.103, -0.296, 0.356], [-0.506, 0.106, 0.101], [-0.094, -0.388, 0.557], [1.207, -0.443, -0.321], [-0.324, 0.501, -0.214], [-0.892, -0.163, -0.241], [0.142, -0.228, -0.447], [0.539, 1.543, -0.968], [-0.523, -0.401, 1.188], [0.397, 1.338, 0.697], [-1.269, -1.310, -0.648], [1.181, 0.523, -0.527], [0.343, -0.776, 0.289], [-0.013, -0.048, -0.052], [-0.373, -0.450, -0.332], [0.689, 0.533, 0.126], [0.006, 0.012, 0.425], [0.010, -0.483, -0.064], [-0.831, -0.723, -0.154], [-0.401, -0.831, -0.249], [-0.394, 1.885, 0.122], [-0.618, -0.941, -0.052], [0.358, -0.455, -0.210], [0.744, 0.217, -0.687], [1.226, 0.266, 0.044], [0.191, 0.284, 0.551], [-0.366, 0.156, -0.197], [-0.208, 0.084, -0.019], [-0.308, -0.074, 0.207], [-0.117, -0.150, 0.644], [-0.058, -0.483, 0.280], [2.151, 1.194, 0.852], [-0.193, 1.933, -1.347], [-1.566, -1.226, 0.490], [-0.851, -0.208, 0.101], [0.886, -0.812, 0.066], [0.297, -0.195, 0.069], [-0.758, -0.445, 0.181], [-0.139, -0.549, -0.629], [0.454, -0.105, -0.237], [-0.281, 0.055, 0.071], [-0.339, 0.118, 0.984], [0.058, 0.329, -0.543], [-1.430, -0.454, 0.169], [0.720, -0.887, -0.705], [-0.571, 0.323, 1.104], [-0.566, 2.059, -0.732], [0.789, -1.413, 0.029], [-0.471, -0.206, 0.077], [1.262, 0.463, 0.681], [0.614, 0.276, -1.233], [-0.043, -1.084, 0.532], [0.014, 0.444, -0.207], [0.091, 0.617, 0.064], [-0.452, -0.064, 0.304], [0.805, -0.640, 0.212], [-0.192, 0.705, -1.700], [1.090, -0.832, 1.708], [0.292, 0.168, -1.319], [-1.135, -0.313, 0.466], [-0.268, 0.524, 0.613], [-0.769, 0.205, -1.246], [-0.606, 0.075, 1.279], [0.093, 0.051, 0.241], [-0.084, -0.216, 0.055], [0.191, 0.139, -0.244], [0.606, 0.453, -0.017], [0.601, -0.861, -0.485], [-0.112, -1.216, -1.690], [-0.456, 0.983, 1.994], [0.651, -1.142, 0.836], [-1.545, 2.231, -1.668], [0.341, 0.098, 0.008], [-0.197, 0.601, 0.258], [-0.466, 0.337, -0.026], [0.077, 0.022, -0.448], [0.426, -1.346, -0.838], [-0.116, -0.220, 0.813], [0.720, 0.441, 1.131], [0.940, 0.651, 0.885], [-0.001, -0.456, -0.825], [0.399, 0.827, 1.105], [0.513, 0.137, 0.418], [0.337, 0.539, -0.135], [-0.146, -0.724, -0.589], [0.019, -0.017, 0.437], [-0.610, 0.509, -0.958], [-0.358, -0.879, -0.942], [0.158, 0.614, 0.715], [-0.379, -0.690, 0.214], [-0.934, -0.434, -0.597], [0.071, -0.490, -0.573], [1.374, -0.483, -0.658], [-0.093, 0.375, 0.616], [-0.402, 0.341, -0.097], [-1.507, -1.283, -0.249], [0.439, 0.876, 0.825], [-0.247, 0.312, -0.173], [-0.653, -0.460, 0.107], [0.541, -0.094, -0.076], [0.035, 0.661, -0.119], [-0.051, 0.029, -0.116], [0.642, 0.152, 0.130], [-2.477, -0.648, 1.094], [1.762, -0.336, -1.080], [-0.483, 0.652, 1.053], [-0.609, 0.568, -0.051], [1.401, -1.119, -0.208], [0.344, -0.632, -0.465], [0.202, 0.583, -0.541], [1.005, 0.318, -0.319], [0.083, 0.569, 0.413], [-0.853, 0.263, 0.280], [0.005, 0.053, 0.415], [-0.424, -0.348, -0.562], [-0.736, 0.448, 0.377], [0.110, -1.157, 0.220], [-0.095, -0.005, -0.419], [-0.534, -0.062, 0.983], [0.658, 0.646, -2.505], [0.339, 0.105, -0.003], [0.448, -0.110, -0.286], [0.313, 0.280, 0.183], [-0.229, 0.719, -0.243], [0.137, 0.077, 0.283], [-0.018, -0.231, 0.190], [-0.423, -0.638, 1.019], [0.689, 0.916, 0.612], [0.752, 0.656, -0.782], [-0.828, 0.651, 0.513], [-0.473, -1.783, -0.068], [0.958, 0.185, 0.236], [0.501, -1.205, -0.045], [-0.644, 0.156, -0.362], [-0.184, 0.199, 0.267], [0.027, 0.181, 0.233], [-0.309, -0.268, 0.055], [-0.227, 0.282, 0.301], [-0.401, 0.059, -0.704], [-0.892, -0.832, 2.755], [0.934, 2.791, -0.260], [-0.105, -0.661, 0.343], [1.092, -0.509, -1.568], [-0.262, -0.081, 1.681], [1.171, -0.295, -1.047], [-0.329, 0.017, -0.056], [-0.494, 0.052, -1.323], [-0.113, 0.365, 0.754], [0.219, -0.313, -0.615], [-1.756, 0.303, -0.773], [0.727, -0.865, 0.008], [-0.049, -0.852, -1.398], [-0.287, -0.170, 1.038], [0.441, 0.544, -0.144], [-0.615, -0.897, -0.026], [0.663, 0.037, -0.651], [0.096, 0.870, 0.133], [-0.269, 0.043, -0.336], [0.353, 0.080, 0.937], [0.464, 0.306, 0.084], [-0.148, 0.280, -0.158], [-0.589, 0.395, 0.286], [-0.012, -0.469, 0.174], [0.309, 0.587, -2.801], [0.609, 0.345, -0.225], [-0.337, -0.424, 0.073], [0.226, -0.660, 0.316], [0.613, 1.930, 0.036], [-0.871, -0.722, 1.335], [0.835, -0.392, 0.458], [-0.088, 0.318, 0.871], [-0.205, -0.089, 0.222], [-0.316, -0.301, 0.268], [0.031, -0.519, -0.056], [-0.743, 0.122, -0.284], [-0.584, -0.269, 0.278], [0.195, 1.016, -1.741], [0.083, -1.320, 0.181], [-0.021, 1.701, 1.614], [-0.236, -2.144, 0.019], [-0.290, 0.024, 0.726], [0.012, -0.180, -0.478], [0.762, -0.253, -0.007], [0.201, 0.358, -0.163], [0.132, 0.258, -0.068], [0.212, 0.656, -0.174], [-0.569, 0.549, -0.670], [-0.312, -0.043, 0.421], [-0.747, -0.476, -0.497], [0.133, 0.098, -0.369], [-0.219, -1.518, -0.820], [0.071, -0.838, -0.337], [0.236, 0.152, -0.204], [0.079, 0.241, -0.064], [-0.217, 0.253, -0.264], [0.570, 1.201, 0.863], [-0.061, 0.553, -0.019], [0.613, -0.069, 0.687], [-0.128, 0.400, 0.486], [0.766, -0.542, -0.643], [0.226, 0.325, 1.232], [-0.317, -0.740, -0.238], [-0.306, -1.653, 0.760], [-0.085, 0.302, 0.121], [-0.821, 0.954, -0.220], [0.254, -0.382, -0.448], [0.259, 0.245, 0.337], [-0.111, 1.179, -0.319], [0.408, 0.147, -0.094], [-0.164, -0.127, -0.054], [-0.119, -0.042, -0.434], [1.400, -0.194, 1.199], [-0.407, 1.774, 0.036], [0.280, -0.578, -0.235], [-0.213, -2.322, 0.351], [1.414, 0.838, -0.004], [-1.590, 0.103, -1.045], [0.327, -0.195, -0.457], [0.184, 0.312, 0.413], [-0.289, 0.034, 0.237], [0.416, 0.190, -0.433], [-0.646, -0.066, -0.972], [-0.836, -0.271, 0.947]]}